Molecular formula: C34H67NO10S
Method: DFT, ωB97M-V/def2-TZVPD

Structure (XYZ):
```
113
Properties=species:S:1:pos:R:3:forces:R:3:mulliken_charge:R:1
C -1.529691 -1.265452 0.378318 -0.06 0.66 -0.40 -1.069
C -1.213908 -1.456649 -1.104240 0.02 -0.38 0.16 -0.521
C 0.011368 -2.344484 -1.459966 -0.55 0.32 -0.04 0.096
C 0.743183 -2.982566 -0.296169 -0.50 -0.19 -0.24 -0.923
O 1.448412 -2.101050 0.574046 0.27 -0.58 -0.51 -0.366
C 2.516493 -1.372316 0.040539 -0.05 0.66 0.79 0.448
C 3.587841 -1.334374 1.128828 -0.43 -0.59 0.24 -1.065
C 3.036787 -0.901566 2.495693 0.50 0.29 0.04 -0.558
C 3.964257 0.031389 3.272927 -0.21 -0.29 0.23 -0.308
C 5.370058 -0.502677 3.484229 0.13 0.71 0.54 -0.512
N 6.204540 0.532997 4.130871 -0.12 -0.22 -0.11 -0.591
C 2.029205 0.021167 -0.323051 -0.09 -0.17 -0.05 -1.564
C 3.154041 1.011672 -0.546057 -0.18 0.04 -0.81 1.395
C 2.537938 2.370007 -0.903461 -0.34 0.26 0.58 -1.935
C 1.828867 2.915522 0.320543 0.18 0.24 0.18 0.426
C 0.449085 2.810620 0.494587 0.05 0.16 0.20 -0.255
C -0.157003 3.277751 1.659544 0.85 0.07 0.10 -1.145
C 0.636331 3.846801 2.659591 -0.08 -0.25 -0.40 -0.632
C 2.016794 3.973908 2.500268 0.14 -0.17 -0.06 0.524
C 2.876281 4.594618 3.574869 -0.32 -0.38 -0.41 -1.579
C 2.609642 3.504226 1.326854 -1.05 -0.25 -0.12 -0.043
C 4.177131 0.442232 -1.594343 -0.29 0.29 0.89 -0.699
C 4.515138 1.359774 -2.761593 0.89 -0.69 -0.88 -0.411
C 5.840900 0.962456 -3.471256 -0.03 0.36 0.49 -1.318
S 3.670033 -1.153798 -2.280116 0.63 -0.02 -1.39 1.515
O 2.652447 -0.885343 -3.256497 -0.48 0.01 0.46 -0.709
O 4.826407 -1.845365 -2.759686 0.07 -0.09 0.41 -0.762
O 3.103164 -2.048824 -1.096247 0.08 0.36 0.00 -0.452
H -2.373131 -0.580992 0.456095 -0.22 -0.05 0.07 0.415
H -0.709137 -0.766902 0.883389 0.19 -0.20 0.27 0.090
H -1.800481 -2.183647 0.886363 0.10 -0.17 0.12 0.321
H -2.093682 -1.898190 -1.569165 -0.10 -0.02 -0.13 0.366
H -1.102597 -0.480301 -1.569480 0.08 0.19 -0.01 0.307
H -0.362647 -3.166202 -2.068696 0.09 -0.21 -0.08 0.406
H 0.670309 -1.778051 -2.110539 0.26 -0.13 -0.01 -0.070
H 0.006906 -3.469678 0.336102 -0.02 0.02 0.29 0.637
H 1.375934 -3.787621 -0.663929 0.38 0.10 -0.03 0.378
H 3.940702 -2.359451 1.216339 0.14 -0.12 -0.10 0.570
H 4.444878 -0.748232 0.816403 0.04 0.20 -0.08 0.166
H 2.872432 -1.790974 3.095163 -0.15 -0.15 0.07 0.435
H 2.075130 -0.407861 2.407322 -0.21 0.02 -0.11 0.317
H 3.530601 0.155994 4.265362 -0.07 0.19 0.12 0.479
H 3.976188 1.031839 2.834473 0.14 0.04 -0.30 -0.192
H 5.301110 -1.321716 4.197196 0.04 -0.43 -0.22 0.301
H 5.822511 -0.851208 2.558414 -0.01 -0.13 -0.14 0.344
H 5.798511 1.445647 3.986317 0.06 0.14 -0.07 0.222
H 7.138395 0.544156 3.748684 0.07 0.04 0.04 0.237
H 1.401038 0.003119 -1.212034 -0.07 -0.20 -0.09 0.440
H 1.376171 0.310263 0.489640 0.02 0.27 0.22 0.561
H 3.678590 1.157395 0.392562 0.23 -0.01 0.11 0.150
H 3.283595 3.109890 -1.172706 0.20 -0.04 -0.14 0.539
H 1.833288 2.289908 -1.727608 -0.01 -0.12 -0.20 0.428
H -0.154014 2.351181 -0.276905 -0.03 -0.02 -0.10 0.471
H -1.220546 3.181900 1.800463 -0.18 0.00 0.00 0.488
H 0.173023 4.192554 3.571956 -0.03 0.06 0.12 0.457
H 3.731891 3.950732 3.754905 0.20 0.00 0.15 0.284
H 3.241917 5.562893 3.243422 0.01 0.22 0.13 0.260
H 2.306173 4.681174 4.493308 0.05 0.21 0.18 0.400
H 3.678118 3.570069 1.180316 0.20 0.10 0.06 0.587
H 5.103574 0.245177 -1.061295 0.13 -0.29 0.03 0.489
H 4.642343 2.374154 -2.415867 -0.29 0.17 0.20 0.192
H 3.735302 1.299767 -3.511104 -0.41 0.36 0.11 0.446
H 5.683344 0.679944 -4.503666 -0.01 -0.21 -0.11 0.320
H 6.540613 1.794337 -3.455344 0.01 0.18 -0.11 0.406
H 6.331927 0.156872 -2.940151 0.06 -0.31 -0.13 0.348
C -0.612542 10.139651 1.537182 -0.08 -0.02 0.01 -0.700
O -1.038470 8.855984 1.956976 0.13 0.04 0.00 -0.393
C -0.405926 7.794975 1.257067 -0.24 -0.02 0.14 -0.723
C 0.714876 7.175312 2.060080 0.24 0.07 -0.21 0.155
O 1.788557 8.084816 2.263382 -0.08 0.06 0.08 -0.435
C 1.780980 8.683827 3.546108 0.05 -0.02 -0.02 -0.758
H -0.962690 10.859498 2.275365 -0.04 -0.02 0.00 0.245
H 0.475805 10.202718 1.469284 0.01 0.00 -0.02 0.304
H -1.052682 10.391422 0.566152 0.06 0.02 -0.02 0.316
H -0.031501 8.141814 0.289128 0.04 0.00 0.00 0.361
H -1.167498 7.030996 1.071547 0.03 -0.02 -0.03 0.356
H 1.114607 6.323955 1.504763 -0.04 -0.03 -0.01 0.051
H 0.338630 6.805743 3.018717 -0.03 0.01 0.02 0.301
H 2.119052 7.970240 4.306638 -0.04 0.01 0.03 0.295
H 0.788355 9.051882 3.815268 -0.01 -0.01 0.00 0.326
H 2.474075 9.523457 3.523356 0.03 -0.03 -0.02 0.285
C -2.187177 -6.039975 -1.539573 0.08 0.12 0.02 -0.834
O -2.225506 -5.405965 -2.805578 -0.01 -0.11 0.07 -0.178
C -1.890217 -6.281982 -3.873112 0.00 0.30 -0.09 -0.562
C -3.126639 -6.778153 -4.588937 0.02 -0.26 -0.01 -0.587
O -3.925631 -7.595965 -3.751096 -0.02 0.08 0.04 -0.409
C -5.024855 -6.902281 -3.183176 -0.02 0.01 -0.02 -0.673
H -2.681713 -5.384389 -0.823063 0.00 0.05 -0.04 0.180
H -2.703464 -7.001869 -1.552565 0.01 -0.01 0.00 0.479
H -1.147991 -6.186652 -1.222474 -0.02 -0.08 0.04 0.289
H -1.294943 -7.124625 -3.509226 -0.03 -0.03 0.02 0.376
H -1.275684 -5.713944 -4.578460 0.01 -0.03 -0.01 0.345
H -2.821715 -7.386834 -5.446051 0.02 0.03 0.00 0.414
H -3.706139 -5.929814 -4.966214 0.00 0.03 0.01 0.306
H -5.807423 -6.743503 -3.933973 -0.01 0.04 0.02 0.400
H -4.724754 -5.939791 -2.767162 -0.04 0.00 0.01 0.249
H -5.431462 -7.516127 -2.381375 0.02 -0.05 -0.03 0.251
C -6.370925 -3.270202 -2.039874 0.07 -0.06 -0.04 -0.751
O -6.339924 -4.452448 -1.258511 -0.10 0.10 0.01 -0.194
C -6.397499 -4.205634 0.137691 0.12 -0.23 -0.09 -0.481
C -7.785495 -4.432793 0.694498 -0.07 0.19 0.13 -0.630
O -8.720290 -3.497736 0.181853 0.05 -0.04 -0.11 -0.377
C -9.523950 -4.018071 -0.861699 -0.04 0.02 0.04 -0.656
H -6.563531 -3.563444 -3.070956 0.03 -0.03 0.00 0.220
H -7.158928 -2.589325 -1.711483 0.00 0.01 0.01 0.452
H -5.403564 -2.757786 -1.997025 -0.03 0.05 0.01 0.154
H -6.059082 -3.189615 0.362538 -0.03 0.03 0.01 0.366
H -5.707234 -4.906126 0.619103 0.00 0.02 0.03 0.354
H -7.754486 -4.299719 1.780371 0.02 -0.03 0.00 0.378
H -8.112345 -5.456784 0.489169 0.02 -0.02 -0.03 0.333
H -10.284841 -4.695928 -0.459768 0.01 -0.04 -0.04 0.328
H -8.926689 -4.548588 -1.606799 0.01 -0.01 0.00 0.243
H -10.023553 -3.178835 -1.342817 -0.01 0.02 0.04 0.242
```
Positions in Å, forces in eV/Å.

Its net charge is 0. As for the LUMO energy: 0.49 eV. The total energy is -69141.05860 eV. As for the gap between HOMO and LUMO: 9.64 eV. The SMILES is CCCCO[C@]1(CCCCN)C[C@H](Cc2cccc(C)c2)[C@H](CC)S(=O)(=O)O1.COCCOC.COCCOC.COCCOC. The spin multiplicity is 1.

---

Molecular formula: C5H4B3F20LiO
Method: DFT, ωB97M-V/def2-TZVPD

Structure (XYZ):
```
34
Properties=species:S:1:pos:R:3:forces:R:3:mulliken_charge:R:1
Li 2.552690 -1.333316 0.242017 0.72 0.03 -0.14 0.989
B 3.821580 -4.056856 -1.966293 1.17 3.24 -0.80 0.581
F 4.752520 -3.151586 -1.474973 1.70 1.71 0.38 -0.431
F 4.449600 -5.213236 -2.001583 0.62 -3.60 -0.59 -0.348
F 2.842060 -3.944586 -1.054663 -3.46 -0.57 2.25 -0.378
F 3.361540 -3.567396 -3.188543 -0.37 -0.52 -0.87 -0.420
B 2.730280 -0.048056 3.508287 0.61 1.42 2.69 0.536
F 3.785450 -0.690296 3.000937 2.16 -1.40 -2.11 -0.340
F 2.885450 1.337514 3.383767 -0.67 0.32 -0.89 -0.401
F 1.583880 -0.596906 2.993917 -1.57 -0.15 -1.09 -0.366
F 2.804130 -0.266776 4.900607 -0.71 -0.40 0.96 -0.426
B 4.198020 1.540664 -1.998323 0.25 -0.26 -1.99 0.590
F 3.896570 2.827064 -2.375623 -0.67 1.49 -0.23 -0.420
F 5.152790 1.021104 -2.798963 2.91 -0.30 -2.20 -0.406
F 4.627530 1.456744 -0.761503 0.73 0.24 4.22 -0.341
F 3.176000 0.669174 -2.221003 -3.50 -1.26 0.39 -0.418
C -3.253930 1.624114 0.101407 -0.36 1.11 -0.67 -1.048
C -1.915850 1.524804 -0.655383 -2.85 0.65 -0.22 0.948
C -2.214300 1.843684 -2.202103 0.90 -0.48 -0.74 0.098
F -2.891130 0.782044 -2.734743 -0.48 0.15 0.54 -0.246
F -2.944630 2.972754 -2.455063 -0.04 -0.37 0.88 -0.263
F -0.959600 2.266264 -0.157753 0.94 1.31 0.17 -0.274
F -1.543270 0.276784 -0.552763 1.19 -2.15 -0.46 -0.262
O -3.238870 1.335244 1.511407 -1.16 -1.60 0.42 -0.351
C -4.256480 0.381674 1.901137 1.69 0.51 -1.52 0.745
C -3.756220 -1.068276 1.590377 1.54 0.51 1.36 0.241
F -4.614390 -2.012706 1.861857 -2.58 -1.21 1.73 -0.278
F -3.440350 -1.349556 0.357377 0.72 1.01 -2.93 -0.250
F -4.459260 0.407974 3.241777 0.09 0.63 -1.29 -0.269
F -5.379030 0.717134 1.212887 -0.18 -0.48 0.95 -0.272
H -3.924410 1.002554 -0.492083 -0.02 -0.30 0.40 0.486
H -3.633550 2.634914 -0.047893 0.05 0.15 0.28 0.423
H -1.339560 1.915164 -2.848493 0.55 0.17 0.68 0.320
H -2.855260 -1.237816 2.179977 0.10 0.39 0.43 0.252
```
Positions in Å, forces in eV/Å.

Its net charge is -2. As for the LUMO energy: 3.72 eV. The total energy is -63902.45593 eV. As for the gap between HOMO and LUMO: 9.15 eV. The spin multiplicity is 1.

---

Molecular formula: C28H55CaN4P2SSi2
Method: DFT, ωB97M-V/def2-TZVPD

Structure (XYZ):
```
93
Properties=species:S:1:pos:R:3:forces:R:3:mulliken_charge:R:1
Ca 0.571275 0.468787 0.049207 -0.09 0.04 0.05 1.481
C 3.906022 -1.529199 1.610020 -0.09 0.01 0.03 -1.547
P 2.078673 -1.717849 1.674038 0.20 -0.13 0.11 1.433
C 1.763283 -1.587014 3.473784 -0.01 0.08 -0.06 -0.956
C 1.949936 -3.561359 1.504796 -0.11 0.06 -0.04 -1.183
C 2.347738 -4.089203 0.120012 -0.02 0.11 0.08 -1.129
P 1.689784 -2.979513 -1.202650 -0.06 -0.21 -0.12 1.084
C 1.948665 -4.038354 -2.689188 0.05 0.07 0.06 -1.537
C -0.110601 -3.259119 -0.954705 0.09 0.05 -0.02 -0.412
H 4.413543 -2.245121 2.260273 0.01 0.00 0.02 0.431
H 4.160342 -0.514804 1.917959 0.03 0.01 0.00 0.340
H 4.249593 -1.665714 0.583663 0.02 0.00 -0.01 0.307
H 2.320121 -2.338659 4.037268 0.01 0.00 0.00 0.458
H 0.693438 -1.710947 3.647469 -0.01 0.00 0.00 0.117
H 2.047242 -0.596793 3.832817 -0.03 -0.05 -0.01 0.104
H 0.904221 -3.807172 1.713598 0.01 0.00 -0.02 0.244
H 2.552352 -4.030655 2.288557 0.00 0.01 0.01 0.627
H 1.996320 -5.117295 -0.013744 -0.01 0.00 -0.03 0.554
H 3.436926 -4.100804 0.023575 0.01 0.00 0.00 0.372
H 1.494383 -5.026594 -2.583612 0.00 0.00 0.02 0.458
H 3.017583 -4.150466 -2.878708 0.00 -0.01 -0.02 0.397
H 1.508538 -3.534130 -3.550890 0.00 -0.01 -0.02 0.331
H -0.353587 -4.324623 -0.916768 0.02 -0.02 0.01 0.563
H -0.651319 -2.801033 -1.783155 -0.05 0.02 -0.04 -0.202
H -0.451313 -2.764553 -0.042446 -0.04 0.01 0.00 -0.342
C -2.577204 5.058384 -0.428268 0.03 0.00 -0.04 -1.286
C -1.852748 4.340753 -1.570306 -0.12 0.07 0.09 -0.137
C -0.745069 3.539607 -1.062396 -0.08 0.06 -0.13 -0.139
N 0.094785 2.883345 -0.645004 0.10 -0.06 0.10 -0.233
H -3.420443 5.625323 -0.819641 -0.01 -0.01 -0.01 0.404
H -1.903747 5.747211 0.078868 0.01 0.03 0.03 0.315
H -2.939180 4.339046 0.302915 -0.04 -0.01 0.05 0.279
H -1.466072 5.048843 -2.304888 0.04 -0.05 -0.01 0.435
H -2.522581 3.656623 -2.095711 0.03 0.01 -0.01 0.196
C -0.478076 4.257238 3.165752 -0.13 -0.06 -0.07 -0.749
S -1.390634 2.841040 2.514415 0.10 -0.01 0.04 0.158
C -1.362093 1.799562 3.986717 0.08 0.10 -0.11 -0.123
H 0.458730 3.921959 3.603045 0.09 0.00 0.04 0.103
H -1.062920 4.796295 3.910665 0.02 0.02 0.02 0.355
H -0.252484 4.922412 2.334604 0.00 0.04 -0.03 0.249
H -2.010633 2.203580 4.763686 0.00 -0.05 0.01 0.381
H -0.341877 1.712056 4.367524 -0.06 -0.01 -0.03 -0.088
H -1.703790 0.821354 3.661132 -0.06 -0.12 0.03 -0.243
C -4.250486 -2.416110 0.737193 0.01 -0.01 0.06 -1.723
C -3.355065 -2.198028 1.965432 -0.01 -0.04 -0.03 2.213
C -4.176955 -1.546817 3.083900 0.00 -0.01 0.00 -1.875
C -2.823792 -3.553480 2.453455 -0.01 0.04 0.00 -1.585
C -2.225193 -1.332663 1.584106 -0.14 -0.14 0.16 -0.641
C -1.292178 -0.634421 1.217159 0.24 0.17 -0.12 -0.534
H -5.097989 -3.060467 0.987276 -0.02 -0.02 0.01 0.454
H -3.681207 -2.880501 -0.068061 0.02 -0.02 -0.04 0.263
H -4.630137 -1.462082 0.372987 -0.02 0.04 -0.02 0.333
H -5.025913 -2.182717 3.350339 -0.02 -0.01 0.01 0.457
H -4.554630 -0.575260 2.765830 -0.01 0.03 -0.02 0.337
H -3.565970 -1.396696 3.974693 0.03 0.01 0.01 0.344
H -3.650171 -4.217561 2.721750 -0.02 -0.01 0.00 0.405
H -2.186927 -3.418161 3.328341 0.02 0.00 0.02 0.336
H -2.231148 -4.031355 1.672742 0.01 -0.03 -0.03 0.266
N 1.995346 1.491657 1.760239 0.08 0.06 0.11 -0.090
C 2.384817 1.944408 2.754057 -0.04 -0.02 -0.15 -0.202
C 2.848619 2.489706 3.949150 0.01 0.05 -0.05 0.332
C 2.480062 1.898288 5.174997 -0.02 -0.06 0.06 0.026
N 2.165901 1.406450 6.172642 -0.01 -0.02 0.01 -0.605
C 3.627072 3.667349 3.919697 0.06 0.08 0.02 0.012
N 4.258804 4.634244 3.897258 0.00 -0.01 -0.01 -0.611
C 3.218265 1.029377 -1.623082 0.06 0.02 0.03 -0.730
Si 1.985528 0.899814 -3.061457 -0.02 0.00 -0.07 0.502
C 2.896037 -0.172066 -4.334408 -0.08 0.05 0.06 -1.162
C 1.901383 2.639584 -3.798252 -0.03 -0.10 0.02 -1.050
C 0.410371 0.189477 -2.504435 0.08 -0.03 -0.08 0.940
Si -1.229841 0.407891 -3.246686 -0.08 0.02 0.10 -0.052
C -1.404823 1.980565 -4.294475 0.10 -0.03 0.05 -1.034
C -2.617230 0.487040 -1.956228 0.07 -0.03 -0.13 -0.331
C -1.726885 -1.026497 -4.384006 0.06 0.08 0.04 -1.205
H 4.213154 1.300714 -1.986580 0.03 -0.02 -0.02 0.482
H 3.321946 0.065759 -1.111221 0.00 -0.05 0.03 -0.119
H 2.957546 1.786637 -0.877444 -0.08 0.03 0.03 0.239
H 3.851105 0.256575 -4.646035 0.05 0.04 0.00 0.323
H 2.278947 -0.318806 -5.222878 -0.03 -0.01 -0.05 0.275
H 3.093475 -1.156116 -3.903677 0.01 -0.08 0.02 0.202
H 2.907797 3.014561 -3.994318 0.07 0.00 0.00 0.364
H 1.416096 3.333763 -3.111864 -0.03 0.06 0.03 0.187
H 1.350826 2.646930 -4.739404 -0.02 0.02 -0.04 0.296
H 0.608192 -0.891901 -2.443517 -0.09 -0.01 0.01 -0.832
H -0.907333 2.828256 -3.821114 0.01 0.05 -0.01 0.154
H -2.448089 2.248592 -4.469027 -0.11 -0.04 0.01 0.342
H -0.933082 1.835736 -5.268141 0.04 0.03 -0.05 0.353
H -2.504708 1.341102 -1.284091 -0.01 0.04 0.08 0.077
H -2.588767 -0.398750 -1.318045 -0.01 -0.02 0.06 -0.325
H -3.607873 0.544939 -2.415378 -0.04 0.02 -0.04 0.438
H -1.008892 -1.131258 -5.199642 0.04 -0.02 -0.04 0.270
H -2.720287 -0.895489 -4.817970 -0.06 0.03 -0.01 0.318
H -1.732873 -1.964668 -3.826110 0.00 -0.09 0.03 0.295
```
Positions in Å, forces in eV/Å.

Its net charge is -1. As for the LUMO energy: 2.39 eV. The total energy is -99499.65980 eV. As for the gap between HOMO and LUMO: 7.15 eV. The spin multiplicity is 1.